# 1
{
  "formula": "C4H8O",
  "method": "ωB97M-V/def2-TZVPD",
  "symbols": ["C", "C", "C", "C", "O", "H", "H", "H", "H", "H", "H", "H", "H"],
  "xyz": [[-1.54725, -0.34184, 0.10214], [-0.46645, 0.52928, -0.53867], [0.82963, 0.58513, 0.27515], [1.67018, -0.65923, 0.12163], [1.33289, -1.62335, -0.52489], [-1.76070, -0.01714, 1.12808], [-1.23598, -1.39147, 0.13312], [-2.48302, -0.28164, -0.46543], [-0.23759, 0.13133, -1.53484], [-0.84780, 1.54762, -0.68222], [1.46214, 1.44235, -0.00227], [0.62813, 0.72659, 1.34920], [2.65581, -0.64764, 0.63900]],
  "lowdin_charge": [-0.11, -0.27, -0.18, -0.26, 0.04, 0.07, 0.07, 0.07, 0.11, 0.10, 0.12, 0.12, 0.12],
  "lumo_ev": 1.086,
  "charge": 0,
  "e_above_lowest_kj_mol": 26.7,
  "gap_ev": 10.950,
  "smiles": "CCCC=O"
}

---

# 2
{
  "formula": "C4H8O",
  "method": "ωB97M-V/def2-TZVPD",
  "symbols": ["O", "C", "C", "C", "C", "H", "H", "H", "H", "H", "H", "H", "H"],
  "xyz": [[1.30987, -0.69957, 1.16580], [1.31045, 0.40346, 0.27929], [0.00228, 0.54877, -0.49033], [-1.27015, 0.36650, 0.28412], [-0.82209, -0.69493, -0.68653], [0.89140, -1.43933, 0.70388], [2.15435, 0.34131, -0.42936], [1.45354, 1.29356, 0.90324], [0.04650, 1.29669, -1.28624], [-1.12222, 0.13371, 1.33504], [-2.15776, 0.95878, 0.07716], [-0.44916, -1.61731, -0.24098], [-1.34701, -0.89164, -1.61511]],
  "lowdin_charge": [-0.07, -0.24, -0.27, -0.11, -0.12, 0.06, 0.12, 0.12, 0.14, 0.10, 0.10, 0.09, 0.10],
  "lumo_ev": 1.098,
  "charge": 0,
  "e_above_lowest_kj_mol": 118.2,
  "gap_ev": 11.167,
  "smiles": "OCC1CC1"
}